[1]
{
  "formula": "C27H63F5N3O3Si6",
  "method": "ωB97M-V with the def2-TZVPD basis set",
  "de_lowest_kj_mol": 18.2,
  "max_force_ev_per_a": 1.65,
  "total_charge": 1,
  "orbital_gap_ev": 7.35,
  "species": ["Si", "Si", "Si", "Si", "Si", "Si", "F", "F", "F", "F", "F", "O", "O", "O", "N", "N", "N", "C", "C", "C", "C", "C", "C", "C", "C", "C", "C", "C", "C", "C", "C", "C", "C", "C", "C", "C", "C", "C", "C", "C", "C", "C", "C", "C", "H", "H", "H", "H", "H", "H", "H", "H", "H", "H", "H", "H", "H", "H", "H", "H", "H", "H", "H", "H", "H", "H", "H", "H", "H", "H", "H", "H", "H", "H", "H", "H", "H", "H", "H", "H", "H", "H", "H", "H", "H", "H", "H", "H", "H", "H", "H", "H", "H", "H", "H", "H", "H", "H", "H", "H", "H", "H", "H", "H", "H", "H", "H"],
  "positions_angstrom": [[-1.82494, -5.30447, -2.79224], [-3.27433, -5.72528, -5.48749], [-0.68622, 0.40980, 1.35204], [8.48810, 6.86592, 0.02925], [6.06120, 5.89340, 1.67347], [1.08935, 2.03371, -0.58303], [-5.17506, 0.64592, 6.44495], [-6.15406, -0.53428, 4.89658], [-4.70606, 1.02678, 4.35103], [-2.67225, -0.37155, 5.21062], [-3.94872, -1.59154, 6.51463], [-2.87601, -5.91985, -3.89121], [0.23465, 0.75837, 0.04451], [6.92546, 6.71613, 0.54006], [-4.19893, -1.68892, 2.99622], [-3.96658, -3.36232, 4.38894], [-4.28988, -2.87407, 2.34377], [-6.98988, -3.32881, 1.67586], [-8.31095, -3.00665, 1.17300], [-4.01171, -2.01829, 4.24210], [-5.01504, 0.08527, 5.24623], [9.13518, 5.20821, -0.55293], [8.60291, 8.07833, -1.38148], [-0.05944, 3.47706, -0.89334], [-3.86290, -0.96541, 5.31766], [2.41796, 2.56269, 0.62112], [1.89176, 1.55649, -2.19424], [-5.96246, -3.35083, 0.52284], [-4.54848, -2.86315, 0.90122], [-4.65170, -6.88497, -5.96374], [-3.84226, -3.96710, -5.79013], [-2.11916, -3.46191, -2.58176], [-2.18156, 1.53094, 1.41966], [9.56773, 7.47596, 1.43096], [-1.78761, -6.07785, -6.56436], [0.30211, 0.61553, 2.92604], [-2.04792, -6.11740, -1.12127], [4.24772, 6.32388, 1.57463], [-0.06305, -5.57368, -3.34924], [6.67721, 6.31897, 3.38827], [-4.14778, -3.88351, 3.16916], [-9.36835, -2.67990, 0.76216], [-1.28962, -1.36187, 1.26377], [6.24217, 4.04864, 1.40103], [2.44389, 2.41122, -2.58871], [1.15037, 1.26077, -2.93907], [9.64148, 8.16338, -1.70609], [1.23248, 0.04580, 2.87870], [-0.45181, -2.06267, 1.24401], [-3.17069, -3.26499, -2.35068], [7.26865, 3.72283, 1.57843], [0.63728, -5.26900, -2.56859], [0.47482, 4.28194, -1.40065], [-2.85855, 1.22040, 2.21876], [9.21887, 4.50246, 0.27579], [8.47256, 4.77294, -1.30410], [6.04249, 5.85466, 4.14607], [-3.76463, -3.38694, 0.37054], [-3.06121, -5.96523, -0.73626], [5.59007, 3.49718, 2.08202], [-3.84214, -3.85197, 5.26388], [-6.32049, -2.74643, -0.29756], [9.16076, 8.39175, 1.86476], [-4.18630, -4.92261, 2.90909], [-2.73220, 1.50582, 0.47639], [0.55532, 1.66315, 3.09385], [5.97362, 3.77902, 0.37703], [-4.36174, -7.92846, -5.82852], [-1.50439, -3.06664, -1.76848], [0.11466, -6.62664, -3.57593], [-4.46130, -1.83113, 0.59676], [2.59426, 0.73105, -2.06442], [-5.55272, -6.70149, -5.37506], [-4.20481, -3.85811, -6.81346], [-1.00032, -5.33737, -6.41003], [8.00570, 7.75383, -2.23581], [4.07884, 7.38736, 1.75283], [-4.65376, -3.69656, -5.11057], [-4.90058, -6.73693, -7.01596], [10.57529, 7.68769, 1.06822], [3.82942, 6.07053, 0.59804], [0.15895, -4.99239, -4.24547], [-7.03094, -4.31530, 2.12656], [6.66536, 7.39865, 3.54985], [3.05632, 1.72007, 0.89576], [-1.86416, -2.91581, -3.49043], [-0.26916, 0.26575, 3.78911], [3.04742, 3.33356, 0.17259], [-0.90143, 3.17782, -1.52142], [-1.37381, -7.06502, -6.34902], [7.69769, 5.96297, 3.54064], [-0.45856, 3.87587, 0.04158], [-6.76481, -2.58778, 2.43985], [-1.34010, -5.68658, -0.40889], [-5.88089, -4.37571, 0.18028], [-1.89260, -1.52518, 0.36690], [1.98225, 2.97522, 1.53376], [-10.33919, -2.41958, 0.43024], [8.25830, 9.07017, -1.08310], [3.69989, 5.76155, 2.33388], [-2.07112, -6.05105, -7.61797], [-1.88775, 2.56369, 1.61165], [-1.86516, -7.19157, -1.17381], [-1.89729, -1.58652, 2.13724], [10.12554, 5.32348, -0.99718], [-3.02646, -3.25597, -5.64495], [9.64542, 6.73066, 2.22485]],
  "forces_ev_per_angstrom": [[0.394, 0.223, 0.001], [-0.054, 0.067, -0.521], [-0.082, 0.247, 0.341], [0.451, 0.010, -0.077], [-0.085, -0.219, 0.302], [0.277, 0.473, -0.177], [0.057, -0.195, -0.549], [0.318, 0.253, 0.093], [-0.313, -0.472, 0.290], [-0.068, 0.041, 0.068], [0.115, -0.063, -0.108], [-0.092, -0.022, 0.142], [-0.043, -0.141, -0.046], [-0.079, 0.023, -0.038], [-0.152, -0.486, 0.277], [-0.028, -0.130, 0.225], [0.309, 0.325, -0.078], [-0.038, 0.106, -0.466], [1.198, -0.352, 0.527], [0.053, 0.896, -0.640], [0.078, 0.564, 0.188], [-0.168, 0.046, 0.082], [-0.268, -0.026, 0.076], [-0.066, -0.216, 0.117], [-0.261, -0.416, 0.248], [-0.166, -0.157, 0.029], [-0.153, -0.249, 0.111], [0.403, -0.453, 0.636], [-0.618, 0.293, -0.549], [0.060, -0.026, 0.286], [0.088, -0.083, 0.210], [-0.096, -0.173, 0.066], [0.079, -0.115, -0.089], [-0.190, -0.059, -0.010], [-0.025, 0.024, 0.213], [-0.027, -0.075, -0.157], [-0.228, -0.033, -0.086], [0.110, 0.113, -0.189], [-0.159, -0.016, 0.017], [0.019, 0.003, -0.147], [-0.012, 0.106, -0.036], [-1.528, 0.336, -0.513], [0.223, -0.102, -0.319], [0.041, 0.130, -0.054], [0.008, 0.019, 0.001], [0.023, -0.007, -0.019], [0.018, -0.001, -0.002], [0.010, 0.012, 0.039], [-0.009, -0.007, -0.037], [0.005, 0.061, -0.036], [-0.002, -0.041, -0.012], [0.023, -0.003, -0.010], [0.007, 0.015, -0.006], [-0.032, 0.012, 0.026], [0.015, -0.033, -0.021], [0.030, -0.025, -0.014], [0.001, 0.000, 0.014], [0.204, -0.351, 0.135], [-0.007, -0.046, -0.005], [-0.006, -0.012, 0.002], [0.015, -0.149, 0.019], [0.011, 0.121, -0.196], [0.040, 0.011, 0.016], [0.037, -0.225, -0.008], [-0.023, 0.034, 0.015], [0.022, 0.007, 0.029], [0.004, -0.037, 0.006], [-0.026, -0.009, -0.006], [0.019, 0.017, -0.014], [0.041, 0.004, -0.003], [0.183, 0.353, 0.283], [0.005, 0.000, -0.031], [-0.013, -0.028, -0.014], [-0.006, 0.006, -0.015], [0.032, -0.021, -0.035], [0.008, 0.025, -0.015], [-0.025, 0.000, -0.015], [-0.018, 0.033, -0.033], [0.001, 0.004, -0.019], [0.013, 0.006, 0.003], [-0.020, 0.026, 0.002], [0.033, -0.010, -0.012], [0.070, -0.110, 0.358], [0.012, -0.001, 0.031], [0.036, 0.034, 0.021], [-0.031, 0.053, 0.007], [0.008, 0.012, 0.031], [0.014, 0.013, 0.006], [-0.006, 0.048, -0.016], [0.023, 0.000, -0.034], [0.009, 0.022, 0.038], [-0.018, 0.045, -0.020], [0.208, 0.057, 0.147], [0.032, 0.004, -0.012], [-0.124, -0.144, -0.275], [0.021, -0.013, -0.024], [0.055, 0.016, 0.024], [-0.173, 0.081, -0.129], [0.004, 0.010, -0.025], [0.001, -0.011, 0.014], [0.000, 0.000, -0.014], [-0.030, 0.026, -0.006], [-0.019, -0.010, 0.033], [-0.001, 0.048, 0.137], [0.013, -0.003, -0.008], [-0.023, 0.038, -0.023], [0.029, 0.021, 0.027]]
}

[2]
{
  "formula": "C4H7EuLiO2",
  "method": "ωB97M-V with the def2-TZVPD basis set",
  "max_force_ev_per_a": 3.08,
  "total_charge": 1,
  "s_squared": 20.057,
  "spin_multiplicity": 9,
  "orbital_gap_ev": [3.71, 7.32],
  "species": ["Eu", "O", "O", "C", "C", "C", "C", "Li", "H", "H", "H", "H", "H", "H", "H"],
  "positions_angstrom": [[3.77695, -1.68799, 0.96158], [-1.76246, -2.45884, 0.25548], [1.70265, 1.30103, 0.25565], [-0.48804, -0.50509, -0.47329], [-0.61384, 1.00728, -0.17767], [-1.33244, -1.19689, 0.49208], [0.65550, 1.79600, -0.22800], [3.39734, 2.03062, 0.39304], [0.76672, 2.51858, -1.05921], [-2.71684, -2.52439, 0.35651], [-1.08585, 1.25039, 0.78604], [0.45568, -0.43853, -1.04553], [-1.26510, 1.43886, -0.95710], [-1.39103, -0.90208, 1.54572], [-0.09926, -1.62896, -1.10530]],
  "forces_ev_per_angstrom": [[-0.166, 0.138, -0.096], [0.329, -0.378, -0.265], [0.246, 1.088, 0.596], [-0.543, -1.790, 2.449], [-1.116, 2.291, -1.189], [2.478, -0.025, -1.048], [0.833, -1.924, -1.504], [-0.223, -0.253, -0.002], [-0.187, 0.424, 0.693], [-0.097, 0.007, 0.237], [-0.186, -0.672, -0.120], [1.663, -0.030, 1.062], [-0.026, 0.148, 0.438], [-0.503, 0.618, -0.417], [-2.502, 0.357, -0.833]]
}